Entry 1:
This record from the Open Molecules 2025 dataset describes a structure of composition C8H6 at a distorted geometry. The level of theory is ωB97M-V/def2-TZVPD.

Properties
- HOMO level (spin up / spin down): -8.5916 / -7.9576 eV
- Relative energy (zero: lowest compared OMol25 entry of this formula, charge and spin): 162.80 kcal/mol
- E: -308.0392 hartree
- LUMO level (spin up / spin down): -0.66 / -0.45 eV
- Kohn-Sham gap (spin up / spin down): 7.94 / 7.50 eV

CARTESIAN COORDINATES (ANGSTROEM)
C  -0.191034  0.333192  -1.857968
C  -1.326993  -0.313702  -2.090757
C  -1.122384  0.180815  1.173216
C  -0.271596  -0.065281  2.045042
C  0.396993  1.047126  -0.812024
C  0.916825  -0.487662  1.282169
C  -0.317466  -1.006606  -1.135378
C  -0.017153  -0.171091  0.061210
H  -2.183779  0.430263  1.179183
H  1.512213  1.255601  -0.916869
H  0.024428  2.064883  -0.539462
H  1.625423  0.362857  1.296770
H  1.050997  -1.562489  1.548165
H  -0.096475  -2.067905  -1.233298

Force components x, y, z for each atom (eV/Å):
C -2.32 -1.08 -3.20
C 0.98 0.36 -0.14
C -3.78 0.67 -3.40
C 2.29 -0.56 3.80
C 2.59 3.44 1.68
C -0.28 0.14 -0.19
C -0.85 -1.24 0.53
C 0.23 0.28 1.93
H 0.40 0.09 -0.49
H -1.11 -0.97 0.31
H -0.34 -0.89 -0.32
H 0.80 -1.52 0.37
H 1.18 0.96 -0.71
H 0.21 0.33 -0.19

Entry 2:
This record from the Open Molecules 2025 dataset describes a structure of composition C8H6AuN2O5S at a distorted geometry. The level of theory is ωB97M-V/def2-TZVPD.

Properties
- HOMO level (spin up / spin down): -20.4285 / -20.4281 eV
- Relative energy (zero: lowest compared OMol25 entry of this formula, charge and spin): 26.07 kcal/mol
- E: -1326.6534 hartree
- Charge: +3
- 2S+1: 3
- LUMO level (spin up / spin down): -13.46 / -17.34 eV
- Kohn-Sham gap (spin up / spin down): 6.97 / 3.09 eV
- <S²>: 2.0364

CARTESIAN COORDINATES (ANGSTROEM)
O  -0.573053  -1.361531  -5.319456
C  0.601521  -1.283869  -5.248524
Au  1.075599  -0.593139  -0.537349
O  1.372051  -4.605608  -1.942846
C  1.167975  -3.489154  -1.714563
C  -2.345222  0.352062  -1.878664
O  -3.159946  1.170278  -1.791371
C  -2.148331  -2.791623  -1.825641
O  -2.761063  -3.348188  -2.595282
C  1.984813  0.364451  -2.117520
O  2.756043  0.455427  -2.967036
S  -0.261458  -1.499561  1.097522
C  0.037223  0.066073  1.749518
N  1.231971  0.710079  1.987407
C  1.032725  1.989983  2.695854
C  -0.482714  2.062708  2.813486
N  -0.968252  0.873130  2.110422
H  2.056399  0.559976  1.405461
H  1.530347  2.798244  2.127698
H  1.482176  1.919246  3.699503
H  -0.894126  3.001150  2.428220
H  -0.774795  1.987546  3.861869
H  -1.959894  0.662326  1.961295

Force components x, y, z for each atom (eV/Å):
O 5.88 0.37 0.34
C -5.90 -0.37 -0.28
Au -0.30 -0.91 -1.93
O -0.91 4.71 0.89
C 1.00 -4.49 -0.80
C -2.90 3.27 0.43
O 2.99 -3.11 -0.38
C -0.79 -0.93 -0.90
O 0.90 0.87 1.11
C 3.95 -0.27 -3.66
O -3.57 0.08 3.52
S 0.40 -0.58 -0.46
C -0.87 1.22 0.55
N -1.02 1.36 0.65
C -0.49 -1.15 -0.72
C 0.26 0.04 -0.41
N 1.33 0.41 0.78
H 0.45 -0.55 0.51
H -0.01 -0.07 0.24
H 0.46 0.11 0.07
H -0.25 0.06 -0.12
H -0.54 0.02 0.36
H -0.08 -0.09 0.20

Entry 3:
This record from the Open Molecules 2025 dataset describes a structure of composition C8H6B2BeF20N4O8S4 at a distorted geometry. The level of theory is ωB97M-V/def2-TZVPD.

Properties
- HOMO level: -2.6040 eV
- E: -4783.6453 hartree
- Charge: -2
- LUMO level: 4.45 eV
- Kohn-Sham gap: 7.06 eV

CARTESIAN COORDINATES (ANGSTROEM)
Be  0.096457  0.417759  0.944985
B  1.698484  -1.197981  1.756294
F  0.885045  -0.317289  2.422007
F  2.756364  -0.560976  1.168124
F  2.352370  -2.066849  2.553965
F  1.007056  -1.843565  0.755315
B  1.252022  2.196835  1.211487
F  1.948205  3.355373  1.378879
F  0.669741  1.880336  2.349834
F  0.378496  2.162779  0.134213
F  2.045078  1.135142  0.934996
C  -0.721529  0.819922  4.653707
F  0.600142  0.959587  4.495570
F  -0.919273  0.078822  5.687117
F  -1.394618  2.017687  4.882941
S  -1.531205  -0.189591  3.179946
O  -0.727744  -1.386749  2.940307
O  -2.927540  -0.455576  3.533951
N  -1.295589  0.708637  1.727782
S  -2.601330  1.596406  1.520610
O  -3.535242  1.944903  2.612085
O  -2.198551  2.751490  0.733263
C  -3.600248  0.426637  0.332240
F  -4.858808  0.835352  0.232354
F  -2.968267  0.339751  -0.838022
F  -3.613041  -0.774263  0.877970
C  2.587488  -2.986965  -3.225532
F  3.932304  -2.916226  -3.048894
F  2.376375  -2.105881  -4.160224
F  2.192388  -4.174061  -3.615466
S  1.697576  -2.701121  -1.595048
O  0.305887  -2.342888  -1.910487
O  1.842625  -4.014320  -0.904685
N  2.667166  -1.429849  -0.790613
S  1.893573  -0.091789  -1.128919
O  1.455125  0.030955  -2.546749
O  0.920755  0.389207  -0.168215
C  3.361561  1.151302  -1.201863
F  2.878296  2.360685  -1.567461
F  3.924852  1.310088  0.018546
F  4.213907  0.696783  -2.068563
C  -1.713646  -1.127215  -2.190907
C  -1.026112  -1.120021  -0.902205
N  -0.554399  -1.077947  0.155815
H  -2.717241  -0.725716  -2.050598
H  -1.877196  -2.094373  -2.666260
H  -1.220979  -0.511418  -2.943363
C  -1.922689  1.532940  -2.670494
C  -1.123169  1.237487  -1.493302
N  -0.592892  1.088199  -0.492058
H  -2.925444  1.105921  -2.686148
H  -1.382842  1.072564  -3.497968
H  -1.989747  2.609082  -2.830260

Force components x, y, z for each atom (eV/Å):
Be -3.91 -1.91 2.83
B 2.89 -1.89 -0.65
F 2.04 1.69 -1.17
F 2.92 -1.94 1.49
F -0.30 -1.88 2.40
F 2.59 -3.51 2.40
B 3.34 2.13 0.00
F 0.44 1.49 -0.51
F -2.03 1.27 2.66
F 4.01 12.60 3.59
F 4.21 8.13 5.81
C -0.28 1.11 -1.86
F -1.46 0.51 0.73
F -0.39 -1.12 1.73
F 1.46 -1.45 -0.68
S 0.16 -3.57 -1.21
O -3.86 0.46 2.36
O 1.84 1.15 0.09
N -4.43 -0.40 5.79
S -1.71 3.31 -1.35
O 1.87 -1.38 -1.56
O -0.80 -0.90 0.36
C 1.24 0.80 2.23
F -0.21 0.26 -0.79
F -3.95 0.91 2.73
F -0.21 -0.67 -0.09
C 1.05 0.99 1.49
F -0.34 -1.02 0.35
F -1.13 0.70 -1.00
F 0.23 -0.99 -0.79
S 0.37 -0.77 2.76
O 3.62 -1.95 -1.15
O 0.44 2.92 -1.60
N -1.80 -3.05 -4.61
S 1.17 0.38 -2.56
O 0.02 0.34 1.91
O 9.20 -9.61 -11.37
C -1.81 0.12 3.01
F 0.39 -0.59 -0.27
F 1.72 0.07 -2.35
F 0.93 0.04 -0.75
C -1.06 -1.03 -1.08
C -0.83 -1.81 1.66
N -7.33 0.08 -2.51
H 0.76 -0.93 -0.83
H 0.53 -0.33 0.49
H 0.36 -0.77 0.44
C 0.97 0.96 -1.07
C 0.25 2.36 -1.15
N -13.37 -2.30 -5.90
H 0.30 0.29 0.12
H -0.11 0.61 -0.48
H 0.01 0.07 -0.07

Entry 4:
This record from the Open Molecules 2025 dataset describes a structure of composition C8H6Br2CuNO4 at a distorted geometry. The level of theory is ωB97M-V/def2-TZVPD.

Properties
- HOMO level (spin up / spin down): -12.5227 / -12.4689 eV
- E: -7452.3165 hartree
- Charge: +1
- 2S+1: 2
- LUMO level (spin up / spin down): -4.26 / -6.43 eV
- Kohn-Sham gap (spin up / spin down): 8.26 / 6.04 eV
- <S²>: 0.7535

CARTESIAN COORDINATES (ANGSTROEM)
Cu  -1.988988  -0.144374  1.343508
O  -2.140826  -0.613415  -0.498456
C  -1.175862  -0.572923  -1.275752
C  0.164746  -0.200807  -1.014648
C  1.089397  -0.236586  -2.076545
C  2.395661  0.112772  -1.878275
C  2.842120  0.515778  -0.606473
C  1.975107  0.562599  0.445604
C  0.598861  0.209413  0.299922
O  -0.165818  0.271508  1.315742
N  3.320792  0.061487  -3.006031
O  4.459747  0.377939  -2.782884
O  2.861830  -0.293894  -4.063336
H  -1.378449  -0.864715  -2.315280
H  0.776575  -0.541918  -3.065123
H  3.882366  0.786803  -0.479095
H  2.294178  0.868676  1.431201
Br  -2.224434  0.414466  3.947223
C  -4.107655  -0.054637  3.809895
Br  -4.445735  -0.569313  1.955604
H  -4.716312  0.815839  4.054183
H  -4.317297  -0.904696  4.459017

Force components x, y, z for each atom (eV/Å):
Cu 0.37 0.10 0.04
O -0.72 0.08 1.03
C 1.06 -0.01 -1.09
C -0.03 0.20 0.86
C 0.34 0.03 -0.20
C -0.80 -0.08 0.45
C 0.08 -0.02 -0.17
C -0.61 -0.08 0.25
C 1.21 -0.11 -1.65
O -1.36 -0.05 1.13
N -0.38 -0.01 0.34
O 0.66 0.14 -0.06
O 0.03 -0.13 -0.58
H -0.13 0.00 0.12
H -0.04 -0.02 -0.05
H -0.04 -0.01 -0.01
H 0.09 0.02 0.00
Br -0.21 -0.11 -0.27
C 0.04 0.02 0.04
Br 0.16 0.08 0.17
H 0.17 -0.16 -0.15
H 0.10 0.14 -0.22

Entry 5:
This record from the Open Molecules 2025 dataset describes the molecule C8H6Cl2N3OP at a distorted geometry. The level of theory is ωB97M-V/def2-TZVPD.

Properties
- HOMO level: -8.6752 eV
- SMILES: NP(O)c1cnc2c(Cl)ccc(Cl)c2n1
- Relative energy (zero: lowest compared OMol25 entry of this formula, charge and spin): 40.36 kcal/mol
- E: -1809.6609 hartree
- LUMO level: -1.24 eV
- Kohn-Sham gap: 7.44 eV

CARTESIAN COORDINATES (ANGSTROEM)
N  4.280761  0.788010  -0.306409
P  3.036153  1.006610  0.882481
O  3.435782  -0.054360  2.151440
C  1.362375  0.365553  0.232697
C  1.272900  -0.739365  -0.782811
N  0.138105  -1.297775  -1.289193
C  -0.962124  -0.675617  -0.704475
C  -2.331633  -1.179025  -1.115320
Cl  -2.534275  -2.527435  -2.302051
C  -3.576335  -0.627683  -0.573199
C  -3.534216  0.508643  0.411100
C  -2.225630  1.013661  0.802631
Cl  -2.117740  2.366580  1.963093
C  -0.931991  0.437515  0.267241
N  0.256704  0.976290  0.747634
H  4.256588  1.493070  -1.043033
H  4.348115  -0.165675  -0.672486
H  2.616238  -0.464029  2.496696
H  2.247890  -1.162098  -1.160857
H  -4.587700  -1.016130  -0.870000
H  -4.449969  0.953260  0.864824

Force components x, y, z for each atom (eV/Å):
N -1.24 -1.48 0.75
P 0.06 1.79 0.64
O -0.85 -0.05 -1.52
C -1.20 -1.46 -0.71
C -0.38 0.01 0.07
N 1.15 2.95 2.74
C -2.59 -0.37 -0.46
C -1.68 1.28 1.28
Cl 0.53 1.38 1.21
C 2.40 0.73 0.46
C 3.24 -0.68 -0.56
C -1.08 -1.33 -1.16
Cl -0.11 -1.20 -1.01
C -1.03 0.10 0.17
N 0.86 -2.36 -1.89
H -0.03 -0.24 0.39
H 0.27 0.48 -0.18
H 0.60 0.22 -0.22
H -1.22 0.48 0.40
H 1.41 0.29 0.19
H 0.91 -0.52 -0.58

Entry 6:
This record from the Open Molecules 2025 dataset describes a structure of composition C8H6F12N3O5S2SbSr at a distorted geometry. The level of theory is ωB97M-V/def2-TZVPD.

Properties
- HOMO level (spin up / spin down): -13.6222 / -13.6211 eV
- Relative energy (zero: lowest compared OMol25 entry of this formula, charge and spin): 0.00 kcal/mol
- E: -3114.5190 hartree
- Charge: +1
- 2S+1: 2
- LUMO level (spin up / spin down): -4.72 / -8.02 eV
- Kohn-Sham gap (spin up / spin down): 8.90 / 5.60 eV
- <S²>: 0.7638

CARTESIAN COORDINATES (ANGSTROEM)
Sr  0.100447  3.454293  -3.088176
F  -0.335799  3.227706  0.174612
C  0.474788  2.324948  0.639443
F  0.405485  2.269164  1.950354
F  1.718268  2.617418  0.312318
S  0.013940  0.667657  -0.115164
O  -1.122946  0.300668  0.678069
O  1.221379  -0.115815  -0.070987
N  -0.263856  1.151745  -1.657769
S  -0.872570  0.348923  -2.920400
O  -0.263683  1.138384  -3.998605
O  -2.226034  -0.038180  -2.914448
C  0.099720  -1.270631  -2.885102
F  -0.182292  -1.840553  -1.710417
F  1.402269  -1.039588  -2.897812
F  -0.373275  -2.048286  -3.839063
N  -1.560608  -6.098761  3.258121
C  -1.566932  -5.026491  3.997259
O  -2.386818  -4.761890  4.867061
C  -0.546061  -3.892409  3.532797
C  -0.258580  -2.903913  4.423641
C  0.410499  -1.731667  3.997481
N  1.091632  -1.860197  2.894280
C  0.785158  -2.671268  1.919248
C  -0.142854  -3.690826  2.242527
H  -2.173850  -6.847552  3.400513
H  -0.623849  -6.246461  2.848813
H  -0.853317  -2.796451  5.259824
H  0.430677  -0.821167  4.518262
H  1.266541  -2.721261  0.951070
H  -0.524539  -4.197353  1.332400
F  -0.820946  5.825274  -3.457133
Sb  0.974916  6.545050  -3.933650
F  0.959765  7.844040  -2.662038
F  1.519892  5.330616  -2.528743
F  2.776216  6.801566  -4.365405
F  0.939380  4.985787  -4.940269
F  0.507834  7.787481  -5.212912

Force components x, y, z for each atom (eV/Å):
Sr -0.08 -0.06 0.02
F -1.01 1.55 -0.48
C 0.76 -1.73 -0.33
F -0.32 -0.17 0.39
F 0.60 0.41 -0.42
S 0.18 0.52 -0.21
O -0.04 -0.47 -0.46
O -0.40 -0.06 0.31
N -0.50 -0.01 0.86
S 3.15 -0.27 1.00
O -1.09 -0.10 -0.35
O -0.79 0.24 -0.08
C -0.88 0.93 0.63
F -0.23 -0.35 0.23
F -0.28 -0.32 -0.85
F 0.84 0.02 -0.26
N 3.23 -0.25 -2.03
C -1.68 3.07 1.76
O 1.31 0.01 -0.80
C -1.03 -1.36 0.46
C 0.49 1.74 -0.72
C 1.03 -1.93 0.22
N -0.83 0.02 -1.08
C -0.18 -0.52 0.35
C 0.07 -0.01 -2.55
H -0.87 -1.14 0.43
H -1.24 -0.65 -0.09
H -0.96 -0.12 2.04
H -0.11 1.13 0.75
H 0.31 0.52 0.10
H 0.42 -0.35 1.02
F 0.64 0.15 -0.04
Sb 0.75 1.80 0.22
F -0.34 0.78 1.09
F 0.03 -0.74 0.44
F -0.14 -0.29 0.09
F -0.08 -1.71 -1.16
F -0.71 -0.26 -0.50

Q: Which of these has the lowest E?
A: C8H6Br2CuNO4

Q: What is the E in the third record?
A: -4783.6453 hartree

Q: The lowest E belongs to which entry?
A: C8H6Br2CuNO4